Record 1
Below is C5H9KO3 as an isolated structure at a distorted geometry, with properties calculated with ωB97M-V/def2-TZVPD.

## Properties
Lowest unoccupied orbital energy (eV): -7.936
HOMO-LUMO gap (eV): 10.016
Total charge: +2

Cartesian coordinates (Å):
K (1.093, 4.671, -0.065)
O (-1.088, 0.381, 0.043)
O (1.013, -0.572, -0.030)
O (0.747, 1.764, -0.042)
C (-1.924, 0.246, 0.993)
C (2.691, -1.648, -1.287)
C (0.335, 0.732, 0.469)
C (-3.274, -0.229, 0.694)
C (1.962, -0.474, -0.833)
H (-3.494, -1.059, 1.385)
H (-3.973, 0.581, 0.959)
H (2.215, 0.532, -1.202)
H (2.641, -1.659, -2.389)
H (3.755, -1.481, -1.048)
H (0.143, 0.540, 1.610)
H (2.318, -2.577, -0.849)
H (-3.391, -0.523, -0.352)
H (-1.767, 0.776, 1.943)

Cartesian forces (eV/Å) of the 2 atoms listed first:
0.0235 -0.1405 -0.0329
-1.6506 -1.5603 0.7952


Record 2
Below is a 3-piece molecular cluster, C5H9N overall at a distorted geometry, with properties calculated with ωB97M-V/def2-TZVPD.

## Properties
Lowest unoccupied orbital energy (alpha / beta) (eV): 0.548 / 0.549
HOMO-LUMO gap (alpha / beta) (eV): 7.433 / 7.432

Cartesian coordinates (Å):
N (-1.996, -0.258, 0.895)
C (1.526, 0.559, -0.488)
C (-1.059, -1.562, -0.918)
C (0.918, 0.362, 0.878)
C (-1.018, -0.506, 0.146)
C (0.481, 1.414, 0.181)
H (2.539, 0.937, -0.560)
H (-0.869, -1.118, -1.898)
H (-2.031, -2.066, -0.936)
H (1.003, -0.083, 1.855)
H (-0.274, 2.173, 0.076)
H (-0.277, -2.306, -0.741)
H (1.219, -0.106, -1.285)
H (1.659, 2.061, 1.234)
H (-1.822, 0.500, 1.562)

Cartesian forces (eV/Å) of the 2 atoms listed first:
0.0409 0.4513 -0.6468
0.0116 -0.0345 0.2171


Record 3
Below is one molecule with the formula C5H9N, with properties calculated with ωB97M-V/def2-TZVPD.

## Properties
Lowest unoccupied orbital energy (eV): 1.249
HOMO-LUMO gap (eV): 9.376
SMILES: C1CC1N1CC1

Cartesian coordinates (Å):
N (0.623, 0.129, -0.085)
C (-1.659, 0.892, -0.175)
C (-0.578, 0.246, 0.654)
C (1.499, -0.870, -0.558)
C (-1.728, -0.574, 0.153)
C (1.991, 0.415, 0.075)
H (1.681, -1.805, -0.015)
H (-1.315, 1.139, -1.177)
H (-2.471, -0.900, 0.875)
H (-0.517, 0.465, 1.722)
H (2.481, 0.287, 1.042)
H (-2.363, 1.586, 0.268)
H (2.378, 1.256, -0.505)
H (1.488, -0.974, -1.642)
H (-1.511, -1.292, -0.633)

Cartesian forces (eV/Å) of the 2 atoms listed first:
-0.0936 0.2059 -0.3372
-0.1630 0.2147 -0.0028


Computed energy relative to the best compared isomer or geometry (same formula, charge and spin) (eV) in order:
0.000 8.008 2.784
Computed DFT total energy (Eh) in order:
-1020.952689 -250.372638 -250.564646